Record 1
84
Properties=species:S:1:pos:R:3:mulliken_charge:R:1 method="wB97M-V/def2-TZVPD" total_energy_ha=-1807.31675 smiles="CCOC(=O)[C@H](N=C(c1ccccc1)c1ccccc1)[C@@H](/C(C[N+]12CCC(CC1)CC2)=C(/C)[O-])c1ccc(OC)cc1" lumo_energy_ev=0.36 homo_lumo_gap_ev=5.8 largest_force_ev_per_a=3.0 mol_weight_g_mol=566.74
C 3.58 5.37 4.08 -1.260
C 3.93 3.96 4.47 -0.139
O 2.71 3.36 5.01 -0.264
C 2.96 2.14 5.51 -1.135
O 4.09 1.69 5.59 -0.641
C 1.70 1.42 5.98 1.441
N 2.20 0.58 7.02 -0.011
C 1.90 0.25 8.22 -0.264
C 2.93 -0.65 8.84 0.701
C 2.98 -0.99 10.20 -0.376
C 3.82 -2.03 10.63 -0.744
C 4.67 -2.68 9.72 -0.478
C 4.73 -2.23 8.39 -0.725
C 3.90 -1.18 7.97 -0.551
C 0.64 0.57 8.95 0.668
C 0.11 -0.32 9.89 -0.776
C -1.01 0.01 10.65 -0.813
C -1.75 1.16 10.32 -0.498
C -1.31 1.99 9.28 -0.684
C -0.08 1.74 8.66 0.086
C 1.10 0.55 4.91 -0.420
C -0.10 1.17 4.30 0.989
C -1.42 0.79 4.85 -1.129
N -2.29 0.05 3.83 0.813
C -1.44 -0.90 2.99 -0.075
C -2.32 -1.64 1.99 -1.167
C -3.78 -1.19 2.12 0.139
C -4.24 -1.50 3.56 -0.998
C -3.35 -0.77 4.56 -0.702
C -3.85 0.32 1.91 -1.094
C -2.97 1.05 2.91 -0.242
C -0.02 2.24 3.28 -0.365
C -0.20 3.67 3.75 -1.781
O 0.12 1.99 2.06 -0.696
C 2.19 -0.08 4.02 -0.575
C 2.72 -1.32 4.42 -0.414
C 3.84 -1.83 3.80 -0.923
C 4.49 -1.05 2.81 0.842
O 5.78 -1.36 2.53 -0.438
C 6.56 -0.42 1.76 -0.772
C 3.83 0.07 2.25 -0.706
C 2.67 0.54 2.87 -0.065
H 4.43 5.81 3.56 0.414
H 2.71 5.41 3.42 0.276
H 3.38 5.98 4.97 0.315
H 4.25 3.37 3.61 0.244
H 4.70 3.93 5.24 0.310
H 0.99 2.18 6.33 0.655
H 2.35 -0.47 10.91 0.686
H 3.79 -2.34 11.67 0.370
H 5.28 -3.52 10.04 0.369
H 5.42 -2.67 7.67 0.426
H 3.98 -0.79 6.96 0.521
H 0.60 -1.28 10.06 0.784
H -1.31 -0.62 11.48 0.390
H -2.66 1.40 10.87 0.394
H -1.90 2.84 8.96 0.421
H 0.33 2.48 7.97 0.350
H 0.69 -0.32 5.44 1.009
H -1.29 0.10 5.71 0.307
H -2.00 1.66 5.22 0.159
H -0.68 -0.28 2.49 0.123
H -0.93 -1.58 3.69 0.492
H -1.94 -1.43 0.97 0.428
H -2.22 -2.71 2.16 0.360
H -4.41 -1.71 1.39 0.347
H -5.28 -1.18 3.70 0.365
H -4.19 -2.58 3.75 0.411
H -2.82 -1.46 5.21 0.375
H -3.92 -0.06 5.18 0.452
H -3.52 0.59 0.90 0.449
H -4.88 0.69 2.02 0.349
H -3.53 1.73 3.57 0.538
H -2.18 1.61 2.41 0.064
H 0.58 3.91 4.49 0.154
H -0.11 4.33 2.89 0.514
H -1.19 3.80 4.21 0.186
H 2.24 -1.87 5.23 0.382
H 4.30 -2.76 4.13 0.416
H 7.53 -0.91 1.66 0.241
H 6.11 -0.26 0.77 0.310
H 6.66 0.53 2.29 0.313
H 4.24 0.61 1.41 0.286
H 2.15 1.38 2.43 0.284


Record 2
91
Properties=species:S:1:pos:R:3:mulliken_charge:R:1 method="wB97M-V/def2-TZVPD" total_energy_ha=-2517.84075 lumo_energy_ev=1.74 homo_lumo_gap_ev=6.5 largest_force_ev_per_a=5.7 mol_weight_g_mol=685.74 charge=-1
C -7.25 1.79 -0.07 -1.101
C -7.63 2.42 -1.53 0.519
O -8.50 3.59 -1.30 -0.608
C -6.36 2.93 -2.43 -0.651
O -5.08 2.23 -2.13 -0.442
P -4.04 3.19 -1.12 0.701
C -3.23 4.22 0.32 0.162
C -1.95 3.72 1.21 -0.114
C -1.45 4.75 2.43 0.113
C -2.19 6.18 2.75 -0.444
C -3.45 6.67 1.82 -0.399
C -3.96 5.69 0.61 -0.330
O -2.52 2.84 -1.97 -0.572
C -1.86 1.57 -1.58 0.255
C -2.84 0.81 -0.49 0.092
O -3.10 -0.59 -0.89 -0.130
N -2.46 -1.44 -0.05 -0.002
O -1.37 -1.77 -0.52 -0.174
O -3.96 1.70 -0.16 -0.430
H -8.28 1.57 0.48 0.356
H -6.68 2.54 0.65 0.237
H -6.66 0.78 -0.10 0.213
H -8.27 1.61 -2.11 0.261
H -8.41 3.90 -0.35 0.342
H -6.62 2.65 -3.56 0.203
H -6.24 4.12 -2.44 0.310
H -4.07 4.36 -2.00 0.019
H -5.27 3.70 -0.54 -0.155
H -1.42 2.69 1.01 0.053
H -0.56 4.40 3.10 -0.183
H -1.83 6.87 3.65 0.239
H -4.01 7.69 1.99 0.245
H -4.89 6.02 -0.06 0.236
H -1.54 0.82 -2.43 -0.241
H -0.80 1.96 -1.20 0.145
H -2.29 0.66 0.55 0.254
N 1.24 -5.24 2.91 -0.492
C 0.83 -4.56 1.82 -0.174
C -0.50 -4.38 1.46 -0.375
C -1.47 -4.96 2.27 -0.321
C -1.09 -5.67 3.40 -0.341
C 0.27 -5.79 3.67 -0.253
H 1.63 -4.13 1.21 0.509
H -0.77 -3.82 0.58 0.355
H -2.53 -4.84 2.03 0.380
H -1.82 -6.13 4.05 0.352
H 0.62 -6.33 4.55 0.351
N 3.58 -3.04 0.39 -0.125
C 3.47 -1.78 0.87 -0.172
C 4.55 -1.02 1.30 -0.689
C 5.82 -1.58 1.24 -0.240
C 5.97 -2.88 0.75 -0.575
C 4.83 -3.56 0.34 -0.294
H 2.46 -1.38 0.90 0.501
H 4.40 -0.01 1.67 0.456
H 6.69 -1.02 1.57 0.362
H 6.94 -3.35 0.70 0.391
H 4.89 -4.57 -0.04 0.431
N 3.56 -0.36 -3.44 -0.542
C 3.16 0.33 -4.53 -0.303
C 1.83 0.50 -4.88 -0.461
C 0.85 -0.07 -4.07 -0.341
C 1.24 -0.79 -2.95 -0.394
C 2.59 -0.90 -2.67 -0.210
H 3.96 0.75 -5.13 0.373
H 1.56 1.06 -5.77 0.368
H -0.20 0.04 -4.32 0.420
H 0.50 -1.25 -2.29 0.458
H 2.95 -1.45 -1.80 0.651
N 2.08 4.51 3.51 -0.373
C 1.81 3.31 4.08 0.125
C 2.57 2.75 5.09 -0.739
C 3.68 3.46 5.55 -0.127
C 3.97 4.70 4.99 -0.397
C 3.15 5.18 3.98 -0.229
H 0.94 2.79 3.68 0.334
H 2.31 1.79 5.51 0.346
H 4.30 3.06 6.35 0.366
H 4.83 5.28 5.33 0.342
H 3.34 6.14 3.51 0.351
N 4.85 -5.38 -2.28 -0.284
C 5.01 -6.71 -2.47 -0.225
C 4.46 -7.41 -3.53 -0.440
C 3.69 -6.71 -4.45 -0.216
C 3.51 -5.34 -4.29 -0.529
C 4.11 -4.73 -3.20 -0.233
H 5.62 -7.21 -1.72 0.356
H 4.62 -8.48 -3.62 0.349
H 3.24 -7.23 -5.29 0.352
H 2.92 -4.77 -4.99 0.378
H 4.00 -3.66 -3.03 0.462


Record 3
89
Properties=species:S:1:pos:R:3:mulliken_charge:R:1 method="wB97M-V/def2-TZVPD" total_energy_ha=-4138.64896 lumo_energy_ev=-7.11 homo_lumo_gap_ev=5.1 largest_force_ev_per_a=9.8 mol_weight_g_mol=834.36 charge=+2
P -0.11 -3.35 0.25 0.552
C -0.89 -4.65 1.29 -0.068
C -1.76 -5.63 0.80 0.108
H -2.00 -5.65 -0.25 0.374
C -2.30 -6.58 1.66 -0.706
H -2.97 -7.33 1.26 0.420
C -1.99 -6.56 3.01 -0.516
H -2.42 -7.30 3.67 0.402
C -1.13 -5.59 3.50 -0.635
H -0.89 -5.57 4.56 0.407
C -0.60 -4.63 2.65 -0.265
H 0.06 -3.87 3.05 0.348
C -1.00 -3.57 -1.35 0.297
C -2.22 -2.91 -1.49 -0.562
H -2.59 -2.29 -0.68 0.554
C -2.97 -3.03 -2.65 -0.692
H -3.92 -2.52 -2.74 0.440
C -2.50 -3.81 -3.70 -0.568
H -3.07 -3.90 -4.61 0.425
C -1.28 -4.46 -3.57 -0.663
H -0.90 -5.07 -4.39 0.430
C -0.54 -4.35 -2.40 -0.135
H 0.41 -4.87 -2.31 0.396
C 1.52 -4.13 -0.14 -0.021
C 1.84 -5.45 0.14 -0.158
H 1.10 -6.09 0.62 0.369
C 3.09 -5.96 -0.18 -0.709
H 3.32 -6.99 0.04 0.422
C 4.03 -5.15 -0.80 -0.510
H 5.00 -5.55 -1.05 0.392
C 3.72 -3.83 -1.08 -0.782
H 4.45 -3.19 -1.56 0.420
C 2.48 -3.31 -0.74 0.161
H 2.25 -2.28 -0.95 0.066
Sn -0.39 2.92 1.39 1.553
C -0.23 3.45 -0.57 -0.731
C -0.13 2.54 -1.58 -0.592
H -0.23 4.51 -0.81 0.437
C -0.17 1.10 -1.15 0.346
O 1.00 0.42 -1.63 -0.466
H 0.92 -0.52 -1.39 0.145
C -0.26 1.19 0.32 -1.085
H -1.07 0.60 -1.53 0.796
C -0.27 0.86 1.56 -0.697
Cl -0.46 5.31 1.75 -0.508
Cl -0.67 2.67 3.88 -0.431
P -2.82 3.01 1.41 1.168
C -3.52 4.18 2.61 -1.312
H -3.22 5.19 2.35 0.376
H -3.13 3.95 3.59 0.354
H -4.61 4.11 2.60 0.493
C -3.57 3.47 -0.19 -1.255
H -3.26 2.77 -0.96 0.286
H -3.22 4.47 -0.46 0.322
H -4.66 3.48 -0.12 0.500
C -3.56 1.40 1.84 -1.291
H -3.18 1.11 2.82 0.364
H -3.27 0.65 1.12 0.278
H -4.64 1.47 1.88 0.469
P 0.11 2.95 -3.28 1.509
C -0.21 4.71 -3.55 -1.345
C -1.01 2.00 -4.33 -1.371
H 0.50 5.31 -2.99 0.460
H -1.22 4.96 -3.24 0.414
H -0.09 4.94 -4.61 0.429
H -0.82 0.94 -4.20 0.407
H -0.85 2.26 -5.38 0.474
H -2.04 2.21 -4.06 0.423
C 1.79 2.60 -3.85 -1.326
H 2.49 3.21 -3.29 0.450
H 1.89 2.83 -4.91 0.469
H 2.01 1.55 -3.68 0.384
H -0.23 0.15 2.36 0.561
N 0.60 5.10 4.34 -0.323
C 1.60 4.38 3.60 0.564
N 1.44 3.52 2.48 0.484
C 2.71 3.11 2.13 -0.619
C 3.06 2.27 1.06 -0.082
C 4.42 1.98 0.83 -1.046
C 5.43 2.51 1.66 -0.576
C 5.09 3.34 2.71 -0.686
C 3.75 3.62 2.91 0.971
S 3.17 4.60 4.10 -0.345
H 0.90 5.70 5.13 0.256
H -0.42 5.10 4.19 0.093
H 2.31 1.86 0.41 0.541
H 4.70 1.33 0.01 0.485
H 6.47 2.28 1.48 0.423
H 5.85 3.77 3.36 0.414


Please write out number 2 again, unchanged.
91
Properties=species:S:1:pos:R:3:mulliken_charge:R:1 method="wB97M-V/def2-TZVPD" total_energy_ha=-2517.84075 lumo_energy_ev=1.74 homo_lumo_gap_ev=6.5 largest_force_ev_per_a=5.7 mol_weight_g_mol=685.74 charge=-1
C -7.25 1.79 -0.07 -1.101
C -7.63 2.42 -1.53 0.519
O -8.50 3.59 -1.30 -0.608
C -6.36 2.93 -2.43 -0.651
O -5.08 2.23 -2.13 -0.442
P -4.04 3.19 -1.12 0.701
C -3.23 4.22 0.32 0.162
C -1.95 3.72 1.21 -0.114
C -1.45 4.75 2.43 0.113
C -2.19 6.18 2.75 -0.444
C -3.45 6.67 1.82 -0.399
C -3.96 5.69 0.61 -0.330
O -2.52 2.84 -1.97 -0.572
C -1.86 1.57 -1.58 0.255
C -2.84 0.81 -0.49 0.092
O -3.10 -0.59 -0.89 -0.130
N -2.46 -1.44 -0.05 -0.002
O -1.37 -1.77 -0.52 -0.174
O -3.96 1.70 -0.16 -0.430
H -8.28 1.57 0.48 0.356
H -6.68 2.54 0.65 0.237
H -6.66 0.78 -0.10 0.213
H -8.27 1.61 -2.11 0.261
H -8.41 3.90 -0.35 0.342
H -6.62 2.65 -3.56 0.203
H -6.24 4.12 -2.44 0.310
H -4.07 4.36 -2.00 0.019
H -5.27 3.70 -0.54 -0.155
H -1.42 2.69 1.01 0.053
H -0.56 4.40 3.10 -0.183
H -1.83 6.87 3.65 0.239
H -4.01 7.69 1.99 0.245
H -4.89 6.02 -0.06 0.236
H -1.54 0.82 -2.43 -0.241
H -0.80 1.96 -1.20 0.145
H -2.29 0.66 0.55 0.254
N 1.24 -5.24 2.91 -0.492
C 0.83 -4.56 1.82 -0.174
C -0.50 -4.38 1.46 -0.375
C -1.47 -4.96 2.27 -0.321
C -1.09 -5.67 3.40 -0.341
C 0.27 -5.79 3.67 -0.253
H 1.63 -4.13 1.21 0.509
H -0.77 -3.82 0.58 0.355
H -2.53 -4.84 2.03 0.380
H -1.82 -6.13 4.05 0.352
H 0.62 -6.33 4.55 0.351
N 3.58 -3.04 0.39 -0.125
C 3.47 -1.78 0.87 -0.172
C 4.55 -1.02 1.30 -0.689
C 5.82 -1.58 1.24 -0.240
C 5.97 -2.88 0.75 -0.575
C 4.83 -3.56 0.34 -0.294
H 2.46 -1.38 0.90 0.501
H 4.40 -0.01 1.67 0.456
H 6.69 -1.02 1.57 0.362
H 6.94 -3.35 0.70 0.391
H 4.89 -4.57 -0.04 0.431
N 3.56 -0.36 -3.44 -0.542
C 3.16 0.33 -4.53 -0.303
C 1.83 0.50 -4.88 -0.461
C 0.85 -0.07 -4.07 -0.341
C 1.24 -0.79 -2.95 -0.394
C 2.59 -0.90 -2.67 -0.210
H 3.96 0.75 -5.13 0.373
H 1.56 1.06 -5.77 0.368
H -0.20 0.04 -4.32 0.420
H 0.50 -1.25 -2.29 0.458
H 2.95 -1.45 -1.80 0.651
N 2.08 4.51 3.51 -0.373
C 1.81 3.31 4.08 0.125
C 2.57 2.75 5.09 -0.739
C 3.68 3.46 5.55 -0.127
C 3.97 4.70 4.99 -0.397
C 3.15 5.18 3.98 -0.229
H 0.94 2.79 3.68 0.334
H 2.31 1.79 5.51 0.346
H 4.30 3.06 6.35 0.366
H 4.83 5.28 5.33 0.342
H 3.34 6.14 3.51 0.351
N 4.85 -5.38 -2.28 -0.284
C 5.01 -6.71 -2.47 -0.225
C 4.46 -7.41 -3.53 -0.440
C 3.69 -6.71 -4.45 -0.216
C 3.51 -5.34 -4.29 -0.529
C 4.11 -4.73 -3.20 -0.233
H 5.62 -7.21 -1.72 0.356
H 4.62 -8.48 -3.62 0.349
H 3.24 -7.23 -5.29 0.352
H 2.92 -4.77 -4.99 0.378
H 4.00 -3.66 -3.03 0.462